{"formula": "C47H39AsIN7O4RuSe", "method": "ωB97M-V/def2-TZVPD", "homo_energy_ev": [-9.8, -9.8], "gap_ev": [5.66, 6.29], "total_energy_ha": -7528.344114, "multiplicity": 2, "e_above_lowest_kcal_mol": 74.7, "total_charge": 1, "species": ["Ru", "C", "O", "C", "C", "C", "C", "C", "C", "C", "N", "C", "C", "N", "C", "C", "C", "C", "N", "C", "C", "N", "C", "C", "C", "C", "H", "H", "H", "H", "H", "H", "H", "H", "H", "H", "H", "H", "H", "H", "N", "C", "C", "O", "O", "H", "H", "H", "H", "N", "C", "O", "C", "I", "H", "H", "H", "H", "Se", "C", "C", "C", "N", "C", "C", "H", "H", "H", "H", "C", "C", "C", "C", "C", "C", "As", "C", "C", "C", "C", "C", "C", "C", "C", "C", "C", "C", "C", "H", "H", "H", "H", "H", "H", "H", "H", "H", "H", "H", "H", "H"], "xyz": [[0.097, -1.966, -0.365], [-6.751, 10.131, -1.799], [-6.437, 9.490, -0.582], [-5.804, 8.304, -0.616], [-5.419, 7.635, -1.780], [-4.743, 6.439, -1.698], [-4.433, 5.868, -0.460], [-4.848, 6.527, 0.706], [-5.520, 7.722, 0.628], [-3.677, 4.640, -0.431], [-3.255, 3.990, -1.498], [-2.558, 2.923, -1.045], [-2.556, 2.915, 0.357], [-3.279, 4.012, 0.723], [-1.923, 1.906, 1.115], [-1.990, 1.777, 2.511], [-1.355, 0.720, 3.116], [-0.629, -0.172, 2.326], [-0.523, -0.049, 1.021], [-1.176, 0.936, 0.390], [-1.152, 0.944, -1.053], [-0.442, -0.014, -1.678], [-0.498, -0.094, -2.991], [-1.267, 0.761, -3.784], [-1.960, 1.783, -3.179], [-1.896, 1.902, -1.784], [-7.250, 11.055, -1.517], [-7.424, 9.524, -2.410], [-5.850, 10.362, -2.375], [-5.640, 8.040, -2.755], [-4.431, 5.919, -2.590], [-4.646, 6.114, 1.684], [-5.843, 8.239, 1.517], [-3.478, 4.316, 1.661], [-2.553, 2.492, 3.092], [-1.390, 0.577, 4.183], [-0.118, -1.017, 2.781], [0.096, -0.872, -3.458], [-1.292, 0.608, -4.851], [-2.562, 2.488, -3.732], [-0.690, -3.737, 1.281], [-2.140, -3.687, 1.428], [-2.744, -3.074, 0.114], [-3.710, -3.629, -0.399], [-2.174, -2.036, -0.291], [-0.445, -4.525, 0.678], [-0.223, -3.866, 2.178], [-2.402, -3.023, 2.257], [-2.588, -4.675, 1.588], [-2.730, -4.291, -2.831], [-1.419, -4.412, -2.684], [-0.824, -4.101, -1.649], [-0.638, -4.980, -3.851], [-0.197, -3.416, -5.261], [-3.291, -3.960, -2.029], [-3.208, -4.565, -3.672], [-1.182, -5.755, -4.385], [0.327, -5.347, -3.506], [1.617, -3.066, -2.031], [3.169, -2.401, -2.942], [3.208, -1.121, -3.481], [4.277, -0.782, -4.295], [5.266, -1.611, -4.562], [5.254, -2.815, -4.027], [4.229, -3.264, -3.212], [2.419, -0.411, -3.281], [4.332, 0.193, -4.761], [6.087, -3.459, -4.274], [4.243, -4.263, -2.803], [6.542, -1.815, -0.470], [5.605, -0.852, -0.806], [4.326, -0.927, -0.285], [3.984, -1.958, 0.584], [4.924, -2.925, 0.913], [6.202, -2.849, 0.386], [2.173, -1.932, 1.314], [2.460, -0.602, 2.701], [2.531, 0.770, 2.533], [2.686, 1.585, 3.643], [2.755, 1.026, 4.910], [2.683, -0.345, 5.084], [2.530, -1.178, 3.982], [2.443, -2.641, 4.004], [2.504, -3.451, 5.134], [2.434, -4.828, 5.005], [2.311, -5.418, 3.757], [2.237, -4.626, 2.621], [2.306, -3.244, 2.740], [7.542, -1.756, -0.871], [5.875, -0.048, -1.473], [3.577, -0.181, -0.545], [4.654, -3.729, 1.589], [6.935, -3.596, 0.650], [2.459, 1.195, 1.537], [2.751, 2.656, 3.524], [2.874, 1.668, 5.768], [2.749, -0.757, 6.080], [2.610, -3.015, 6.116], [2.483, -5.449, 5.885], [2.271, -6.494, 3.672], [2.137, -5.079, 1.639]]}